The molecule C6H7NO in a non-equilibrium geometry. Source: OMol25; level of theory: ωB97M-V with the def2-TZVPD basis set.

Properties
E_tot (Ha): -362.760137
E_HOMO (eV): -9.38
Relative energy (zero: lowest compared OMol25 entry of this formula, charge and spin) (kcal per mole): 33.5
LUMO (eV): 0.6
Gap between HOMO and LUMO (eV): 10.03
Net charge: 0
Structure (SMILES): CC1=CC(=O)[C@H]2CN12

Each atom is followed by the atoms it is bonded to, with distances in Å.
Element x y z (Å)
1 C 2.012 -0.647 -0.075  C2 1.447, H7 1.095, H8 1.075, H9 1.089
2 C 0.587 -0.401 -0.111  C1 1.447, C3 1.345, N14 1.412
3 C -0.396 -1.305 0.052  C2 1.345, C4 1.457, H10 1.056
4 C -1.676 -0.621 -0.066  C3 1.457, C5 1.469, O15 1.186
5 C -1.347 0.752 -0.472  C4 1.469, C6 1.494, H11 1.105, N14 1.470
6 C -0.586 1.610 0.485  C5 1.494, H12 1.059, H13 1.099, N14 1.466
7 H 2.469 0.107 0.574  C1 1.095
8 H 2.272 -1.642 0.237  C1 1.075
9 H 2.582 -0.618 -1.003  C1 1.089
10 H -0.150 -2.293 0.330  C3 1.056
11 H -1.999 1.306 -1.171  C5 1.105
12 H -0.378 1.237 1.454  C6 1.059
13 H -0.719 2.690 0.327  C6 1.099
14 N 0.117 0.854 -0.555  C2 1.412, C5 1.470, C6 1.466
15 O -2.789 -1.028 -0.007  C4 1.186